# 1
63
Properties=species:S:1:pos:R:3 method="wB97M-V/def2-TZVPD" homo_ev=-14.3 total_energy_ha=-3277.97031 e_above_lowest_kcal_mol=99.20 total_charge=+2
Ti 9.5876 9.5438 10.9709
N 6.4522 9.6723 10.1338
C 7.0085 8.4449 9.8753
C 6.2292 7.6261 9.0473
C 6.6523 6.4175 8.6549
C 7.9407 5.9971 9.1043
C 8.6384 6.7770 9.9333
N 8.2018 8.0465 10.3227
C 6.7330 10.5814 11.1334
C 5.8063 11.5416 11.5280
C 6.2377 12.5522 12.3050
C 7.4685 12.5282 12.9099
C 8.3123 11.4795 12.5931
N 7.9397 10.5440 11.7122
H 5.5373 9.8183 9.7107
H 5.2967 8.0812 8.7227
H 6.0705 5.8661 7.9300
H 8.3199 5.0634 8.8455
H 9.5738 6.3745 10.3584
H 4.9304 11.7105 10.9594
H 5.5681 13.4142 12.5591
H 7.8028 13.2666 13.5856
H 9.2527 11.4621 12.9734
C 11.6470 11.2637 16.6128
C 10.9303 10.1936 16.9970
C 10.4085 9.3426 16.0269
C 10.6272 9.6278 14.7042
C 11.3755 10.7627 14.3437
C 11.8988 11.5953 15.3041
P 9.9449 8.5508 13.3125
C 8.4471 7.7364 13.7335
C 8.1796 6.3956 13.4879
C 7.0380 5.8035 13.9114
C 6.1318 6.5888 14.6987
C 6.3709 7.9144 15.0319
C 7.5380 8.4840 14.5220
C 11.2445 7.5316 12.5000
C 12.3601 6.7693 12.8471
C 13.2618 6.4310 11.8652
C 13.1336 6.9014 10.5931
C 12.0139 7.7100 10.2146
C 11.0491 8.0862 11.1845
H 11.9470 11.9331 17.4109
H 10.6882 10.0172 18.0173
H 9.7774 8.5407 16.3763
H 11.4625 11.0030 13.2554
H 12.4476 12.5044 15.1008
H 8.8897 5.7443 12.9434
H 6.7186 4.7744 13.7554
H 5.3889 5.9035 15.1182
H 5.7096 8.5242 15.5811
H 7.7043 9.4978 14.7624
H 12.5179 6.5074 13.8700
H 14.0937 5.9308 12.3412
H 13.7807 6.6394 9.7720
H 12.0211 8.1106 9.2348
F 9.3210 10.2327 8.7672
Te 10.8378 11.5239 8.7683
F 10.6130 11.7375 6.9575
F 11.8187 10.0362 8.2688
F 9.6377 12.8927 9.0752
F 12.1988 12.6948 8.8589
O 10.7224 10.9076 10.5040

# 2
61
Properties=species:S:1:pos:R:3 method="wB97M-V/def2-TZVPD" homo_ev=-9.0 total_energy_ha=-1816.59808
C 3.3146 -0.1382 1.5490
C 3.0707 -1.5391 0.8992
O 3.8513 -2.4231 1.1751
N 1.9529 -1.8820 0.0220
C 2.1452 -1.4098 -1.3724
N 0.7074 -1.5314 0.5631
C 0.1767 -0.2275 0.2919
O 0.7079 0.8425 0.2019
C -1.3654 -0.5305 0.1918
C -2.5081 0.3782 0.0932
C -2.3236 1.9139 0.0278
C -2.9126 2.6120 -1.1326
C -2.8172 4.0518 -1.3507
C -2.0682 4.8370 -0.3458
C -1.4883 4.1710 0.8295
C -1.6176 2.7126 1.0276
C -3.8737 -0.1782 0.0547
C -4.1534 -1.6345 0.1077
C -5.5948 -2.2136 0.1075
C -6.1596 -2.5308 -1.3111
O -5.8977 -3.4756 -1.9718
F -7.0996 -1.6302 -1.8248
C -3.0043 -2.5849 0.1624
C -3.1586 -4.1322 0.2030
C -2.3383 -4.5981 1.5788
C -3.3012 -5.2633 2.7236
O -2.6528 -3.8234 2.7796
C -1.6831 -1.9765 0.2019
C -0.2642 -2.5976 0.2621
O 0.1408 -3.7108 0.0771
H 3.5435 0.6808 0.8210
H 2.4501 0.0936 2.2241
H 4.2177 -0.2187 2.2210
H 1.2213 -1.4920 -2.0027
H 2.5213 -0.3433 -1.3515
H 2.9804 -2.0073 -1.8398
H -3.4618 2.0088 -1.8930
H -3.2487 4.5857 -2.2325
H -1.9969 5.9427 -0.5155
H -0.9512 4.8230 1.5612
H -1.1603 2.1836 1.9029
H -4.7735 0.4916 0.0118
H -5.6895 -3.1623 0.7090
H -6.3059 -1.4904 0.6071
H -2.6647 -4.6740 -0.6400
H -4.2104 -4.4779 0.3850
H -1.2843 -5.0432 1.4519
H -4.3550 -4.9125 2.8009
H -2.6567 -5.5477 3.5984
C 6.9565 2.2650 -1.7024
C 7.6973 3.3643 -1.5746
C 7.1342 4.6075 -0.9996
O 7.8079 5.6104 -0.8846
C 5.7167 4.5804 -0.5711
C 4.9762 3.4810 -0.6990
C 5.5397 2.2385 -1.2738
O 4.8649 1.2350 -1.3887
H 7.3509 1.3476 -2.1208
H 8.7348 3.4012 -1.8819
H 5.3220 5.4976 -0.1526
H 3.9381 3.4437 -0.3917

# 3
59
Properties=species:S:1:pos:R:3 method="wB97M-V/def2-TZVPD" homo_ev="-12.3 / -14.0" total_energy_ha=-2313.24171 multiplicity=3 e_above_lowest_kcal_mol=5.97 s_squared=2.008 total_charge=+2
Ti -0.1035 0.7551 0.4890
C -0.7773 -1.7864 2.2741
N 0.3507 -1.3076 1.4360
C 1.6748 -1.3173 2.1067
C 2.4689 -0.1051 1.7129
N 2.0963 0.7391 0.7770
C 3.0788 1.7280 0.7362
C 3.1804 2.8649 -0.0591
C 4.2819 3.6737 0.1322
C 5.2612 3.3622 1.0875
C 5.1719 2.2381 1.8839
C 4.0603 1.4286 1.6900
N 3.6326 0.2546 2.2951
C -1.9926 -0.9327 2.0520
N -2.0859 -0.0289 1.1021
C -3.3458 0.5518 1.2445
C -3.9584 1.5658 0.5152
C -5.2302 1.9400 0.8980
C -5.8809 1.3227 1.9770
C -5.2839 0.3166 2.7098
C -4.0030 -0.0550 2.3226
N -3.1052 -0.9927 2.8144
H -0.4989 -1.7450 3.3280
H -1.0192 -2.8301 2.0582
H 0.4166 -1.9346 0.6389
H 2.2400 -2.2207 1.8641
H 1.5387 -1.3181 3.1891
H 2.4279 3.0911 -0.8043
H 4.4067 4.5644 -0.4680
H 6.1132 4.0181 1.2004
H 5.9335 2.0019 2.6148
H 4.1312 -0.2572 3.0053
H -3.4559 2.0275 -0.3256
H -5.7486 2.7187 0.3557
H -6.8807 1.6398 2.2394
H -5.7939 -0.1581 3.5371
H -3.2790 -1.6335 3.5721
C -0.4315 3.8703 3.6759
C -0.2591 2.6539 3.0101
N -0.3383 2.5402 1.6953
C -0.5980 3.6508 0.9564
C -0.7846 4.9123 1.5394
C -0.6935 4.9966 2.9422
C -1.0547 6.0426 0.7050
C -1.1327 5.9133 -0.6375
C -0.9469 4.6386 -1.2600
C -1.0172 4.4452 -2.6546
C -0.8300 3.1977 -3.1872
C -0.5696 2.1286 -2.3207
N -0.4973 2.2789 -1.0081
C -0.6811 3.5116 -0.4687
H -0.3566 3.9080 4.7531
H -0.0508 1.7480 3.5694
H -0.8322 5.9547 3.4271
H -1.1957 7.0080 1.1738
H -1.3369 6.7710 -1.2649
H -1.2208 5.2964 -3.2927
H -0.8792 3.0241 -4.2522
H -0.4184 1.1316 -2.7184

# 4
67
Properties=species:S:1:pos:R:3 method="wB97M-V/def2-TZVPD" homo_ev="-10.7 / -10.8" total_energy_ha=-5091.69883 multiplicity=2 s_squared=0.782 total_charge=+1
Ru 0.4489 0.0669 0.0974
O 1.9191 1.9420 -2.9064
S 1.3009 2.2088 -1.6445
O 2.0739 1.8870 -0.4579
N 0.0021 1.1848 -1.4347
C -1.0611 1.0052 -2.2268
C -1.4145 1.8025 -3.3172
C -2.5562 1.5026 -4.0541
C -3.3584 0.4242 -3.7489
C -3.0312 -0.4279 -2.6717
C -3.7586 -1.5851 -2.3229
C -3.3224 -2.3742 -1.2862
C -2.1918 -1.9815 -0.5609
N -1.5129 -0.8910 -0.8466
C -1.8835 -0.1285 -1.8945
C 0.6734 3.8768 -1.6256
C 1.0189 4.7158 -2.6697
C 0.4988 5.9988 -2.7029
C -0.3527 6.4267 -1.6949
C -0.6872 5.5753 -0.6517
C -0.1768 4.2878 -0.6169
H -0.7818 2.6348 -3.5842
H -2.8059 2.1314 -4.8936
H -4.2363 0.2104 -4.3395
H -4.6469 -1.8393 -2.8801
H -3.8371 -3.2815 -1.0146
H -1.8400 -2.5648 0.2813
H 1.6858 4.3510 -3.4345
H 0.7631 6.6679 -3.5071
H -0.7603 7.4259 -1.7215
H -1.3385 5.9171 0.1381
H -0.4312 3.6052 0.1795
C 1.7228 -4.3977 -0.5131
N 2.8745 -3.5433 -0.4833
C 4.1517 -4.0055 0.0409
C 5.0287 -2.7386 0.0194
N 4.1056 -1.7307 -0.4740
C 2.9025 -2.2425 -0.7485
S 1.6473 -1.3740 -1.5247
H 1.4289 -4.6754 0.5043
H 1.9499 -5.3058 -1.0734
H 0.9071 -3.8644 -1.0004
H 4.5447 -4.7997 -0.6003
H 4.0234 -4.4067 1.0519
H 5.8845 -2.8364 -0.6543
H 5.3931 -2.4722 1.0168
H 4.3645 -0.7779 -0.6690
O -0.1668 1.6062 1.2965
N 0.1191 1.6761 2.5471
C -0.7844 1.9711 3.4363
C -2.1478 2.1396 3.0741
N -3.2209 2.2408 2.6833
C -0.4422 2.1150 4.7980
N -0.2268 2.2490 5.9150
Se 2.4695 -1.6813 2.2839
N 0.7941 -1.0955 1.6840
C -0.1177 -1.4852 2.6152
C -1.4673 -1.1436 2.6108
C -2.2988 -1.6641 3.5984
C -1.8058 -2.5329 4.5592
C -0.4565 -2.8602 4.6063
C 0.4070 -2.3143 3.6580
N 1.7369 -2.5088 3.6448
H -1.8563 -0.4744 1.8500
H -3.3361 -1.3734 3.6106
H -2.4755 -2.9578 5.2871
H -0.0525 -3.5103 5.3631

# 5
60
Properties=species:S:1:pos:R:3 method="wB97M-V/def2-TZVPD" homo_ev=-0.3 total_energy_ha=-2758.91542 e_above_lowest_kcal_mol=26.46 total_charge=-2
Pd 0.2413 0.5238 0.1631
S -1.0537 1.5786 4.5279
C -0.2810 0.0481 4.4842
C 0.0324 -0.3316 3.2174
C -0.3240 0.6113 2.1828
C -0.9236 1.6996 2.7561
C -1.4554 2.8831 2.0866
C -2.3277 3.7786 2.7275
C -2.8215 4.8674 2.0383
C -2.4516 5.0562 0.7127
C -1.5853 4.1241 0.1567
N -1.0915 3.0851 0.8090
H -0.1075 -0.4909 5.4060
H 0.5161 -1.2778 3.0054
H -2.6234 3.5968 3.7536
H -3.5014 5.5579 2.5259
H -2.8239 5.8878 0.1282
H -1.2646 4.2186 -0.8777
O 2.3608 -1.2266 -1.3888
S 2.5788 -0.8157 0.0251
C 4.4080 -0.7101 0.1437
C 5.1606 -0.6916 -1.0202
C 6.5453 -0.6148 -0.9508
C 7.1798 -0.5659 0.2855
C 6.4224 -0.5980 1.4493
C 5.0378 -0.6745 1.3787
C 2.2421 0.9550 0.1339
C 2.6809 1.7134 1.2594
C 2.7257 3.0777 1.1772
C 2.3738 3.7452 -0.0183
C 2.0069 3.0134 -1.1257
C 1.9801 1.6107 -1.0960
H 4.6314 -0.7432 -1.9652
H 7.1336 -0.5929 -1.8612
H 8.2606 -0.5078 0.3413
H 6.9143 -0.5647 2.4149
H 4.4424 -0.7054 2.2848
H 2.8927 1.2084 2.1949
H 3.0027 3.6565 2.0517
H 2.3889 4.8283 -0.0579
H 1.7512 3.5254 -2.0475
H 1.8178 1.0170 -1.9867
C -6.8606 1.6614 1.1569
C -5.7412 0.9870 0.4044
C -5.9006 0.5940 -0.9176
C -4.8497 0.0112 -1.6240
C -3.6321 -0.1917 -1.0027
C -3.4613 0.1846 0.3290
C -4.5064 0.7724 1.0192
S -2.1997 -0.8197 -1.8856
O -1.6008 -1.7762 -0.9678
O -2.7248 -1.4199 -3.1076
O -1.4180 0.4065 -2.0843
H -7.8143 1.5325 0.6414
H -6.6746 2.7347 1.2554
H -6.9599 1.2559 2.1660
H -6.8583 0.7517 -1.4058
H -4.9618 -0.2924 -2.6573
H -2.4989 0.0327 0.8081
H -4.3585 1.0787 2.0506

# 6
66
Properties=species:S:1:pos:R:3 method="wB97M-V/def2-TZVPD" homo_ev=-8.1 total_energy_ha=-4760.97524
Al 0.4384 0.1276 0.7223
S -3.3536 -1.5402 2.2579
C -3.5891 0.1504 2.3001
C -2.4476 0.8317 2.0020
C -1.3131 -0.0050 1.7362
C -1.6957 -1.3148 1.8408
C -0.8080 -2.4041 1.4453
C -1.1183 -3.7628 1.5017
C -0.2053 -4.6816 1.0307
C 1.0077 -4.2398 0.5076
C 1.2533 -2.8856 0.4938
N 0.3737 -1.9865 0.9564
H -4.5602 0.5545 2.5463
H -2.4249 1.9150 1.9789
H -2.0724 -4.0748 1.9084
H -0.4312 -5.7405 1.0660
H 1.7456 -4.9288 0.1209
H 2.1789 -2.4834 0.1005
Cl 3.1241 -0.2120 -1.9041
C 3.5688 -0.1408 -0.2175
C 2.5642 -0.0257 0.7287
C 3.0195 -0.0871 2.0464
Cl 1.7782 -0.0791 3.2808
C 4.3481 -0.1934 2.4344
Cl 4.7875 -0.2430 4.0983
C 5.3188 -0.2653 1.4411
Cl 6.9805 -0.3951 1.8696
C 4.9262 -0.2508 0.1053
Cl 6.1223 -0.3783 -1.1294
C -1.1629 0.6417 -4.2807
C -0.8928 -0.6165 -3.4700
C -0.3604 -1.7105 -4.3732
O 0.1416 -0.2854 -2.5077
B -0.4309 -0.1043 -1.2526
O -1.7883 -0.3977 -1.3081
C -2.0879 -1.0441 -2.5619
C -3.4462 -0.5718 -3.0381
C -2.1287 -2.5386 -2.2724
H -0.2221 0.9749 -4.7231
H -1.5429 1.4447 -3.6453
H -1.8791 0.4595 -5.0844
H 0.4724 -1.3195 -4.9614
H -1.1352 -2.0552 -5.0638
H 0.0033 -2.5610 -3.7972
H -3.4995 0.5147 -3.0803
H -4.2114 -0.9217 -2.3430
H -3.6720 -0.9755 -4.0291
H -1.1639 -2.8907 -1.8941
H -2.3924 -3.1195 -3.1593
H -2.8778 -2.7177 -1.4986
N 1.4950 2.5137 -1.1771
C 1.0334 2.9832 -0.0061
N 0.6683 2.2465 1.0209
C 0.2547 3.0807 2.0879
C -0.1895 2.6770 3.3444
C -0.5391 3.6352 4.2798
C -0.4517 4.9974 3.9951
C -0.0081 5.4165 2.7541
C 0.3371 4.4476 1.8230
S 0.9256 4.7060 0.2100
H 1.3913 1.5340 -1.4152
H 1.6814 3.1517 -1.9287
H -0.2872 1.6306 3.5776
H -0.8888 3.3139 5.2529
H -0.7330 5.7290 4.7421
H 0.0714 6.4705 2.5140

# 7
58
Properties=species:S:1:pos:R:3 method="wB97M-V/def2-TZVPD" homo_ev="-3.9 / -3.2" total_energy_ha=-2032.81968 total_charge=-1
Ca -0.5730 -0.4006 0.4734
C 3.5278 -1.8231 -1.2763
C 4.2699 -1.8088 -0.0827
C 3.6289 -1.7533 1.1215
C 2.2050 -1.7257 1.1728
N 1.4967 -1.6706 -0.0045
C 2.1615 -1.7392 -1.1651
N 1.5575 -1.6606 2.3400
C 0.2915 -2.1440 2.3628
N -0.7771 -1.3452 2.6592
C -1.9018 -1.9935 2.2609
N -3.1087 -1.3827 2.1582
C -3.6309 -1.2345 0.9487
C -5.0395 -1.0305 0.7917
C -5.5813 -0.9092 -0.4518
C -4.7537 -0.9580 -1.5907
C -3.4059 -1.0894 -1.3768
N -2.8289 -1.2043 -0.1706
C -1.5745 -3.3321 1.8231
C -2.3432 -4.4029 1.3622
C -1.6914 -5.5565 0.9812
C -0.2858 -5.6528 1.0469
C 0.4811 -4.5981 1.4938
C -0.1713 -3.4277 1.8895
H 3.9999 -1.8649 -2.2471
H 5.3529 -1.8467 -0.1143
H 4.1662 -1.7500 2.0596
H 1.5459 -1.7004 -2.0599
H -5.6432 -1.0073 1.6882
H -6.6520 -0.7787 -0.5622
H -5.1482 -0.8664 -2.5922
H -2.7204 -1.0854 -2.2204
H -3.4220 -4.3175 1.3054
H -2.2605 -6.4047 0.6199
H 0.1942 -6.5725 0.7345
H 1.5620 -4.6681 1.5332
C 1.6046 2.0449 -2.1096
C 1.2226 2.5584 -0.7055
C 2.3363 2.0887 0.2475
C -0.0972 1.9143 -0.2865
C 1.1094 4.0799 -0.7165
C 0.4789 4.7439 -1.7729
C 0.3097 6.1191 -1.7714
C 0.7660 6.8828 -0.7052
C 1.3898 6.2437 0.3539
C 1.5593 4.8649 0.3451
H 1.7790 0.9698 -2.0565
H 2.5192 2.5252 -2.4746
H 0.8103 2.2119 -2.8373
H 2.4616 1.0088 0.1431
H 2.0834 2.2799 1.2906
H 3.2958 2.5663 0.0219
H -0.9022 2.6604 -0.3459
H 0.0985 4.1721 -2.6089
H -0.1851 6.5982 -2.6082
H 0.6336 7.9576 -0.7007
H 1.7499 6.8196 1.1984
H 2.0487 4.3957 1.1872